w) A cluster of 6 separate species, CH13O5S in total, computed with wB97M-V/def2-TZVPD.

Geometry (Å):
C -1.59408 1.55694 1.71261
S -1.47613 -0.12411 0.94241
H -1.49251 2.44683 1.04912
H -0.82779 1.65533 2.56844
H -2.59484 1.74987 2.20607
H 0.97255 -0.23354 1.57870
H 1.19213 1.08194 2.28144
O 1.73732 0.15318 1.90249
H 4.27593 -1.86554 -0.13822
H 3.52995 -0.54793 -0.62040
O 4.40796 -0.99930 -0.51044
H -3.19955 -0.89574 -2.57576
H -3.17201 -0.72896 -1.01058
O -3.76658 -1.16362 -1.78429
H 2.04488 0.56945 0.16961
H 1.36084 0.60286 -1.29222
O 2.14534 0.82384 -0.81049
H -0.92101 -0.01953 -1.22058
H -0.57291 -1.02289 -2.16169
O -0.45066 -0.08260 -2.07077

Values from the calculation:
Total charge: -1
Frontier orbital gap: 7.611 eV

=====

x) A cluster of 6 separate species, CH13O5S in total, computed with wB97M-V/def2-TZVPD.

Geometry (Å):
C -0.18413 1.44602 -1.10650
S 0.11688 0.77232 0.60732
H -0.38247 0.66929 -1.83973
H -1.08348 2.06970 -1.03095
H 0.51040 2.24245 -1.35742
H -3.92341 0.37437 1.96929
H -2.98949 1.20464 1.25100
O -3.72064 1.32290 1.88697
H -1.62585 -2.16222 0.00059
H -1.23730 -0.77676 -0.45859
O -1.86003 -1.50269 -0.66180
H 2.33408 3.25740 3.15070
H 3.47614 2.77487 2.36826
O 3.17595 3.58884 2.81833
H 6.15860 -4.21344 0.40123
H 5.27882 -4.85385 -0.69212
O 5.80499 -5.05747 0.10797
H -2.98992 -0.70433 -1.85660
H -3.25158 0.20307 -2.94273
O -3.60758 -0.65511 -2.61521

Values from the calculation:
Total charge: -1
Frontier orbital gap: 5.973 eV

=====

Short version: x) is the least stable of them.

=====

w) A structure of composition C2H3NOS, computed with wB97M-V/def2-TZVPD.

Geometry (Å):
C -0.19152 -0.43309 -0.81457
C 1.02822 -0.55614 0.20148
N 0.53667 0.60780 -0.51331
O -2.65213 0.81491 0.45486
S -2.33302 -0.57533 0.17833
H 1.16015 -0.57425 1.28392
H 1.89553 -0.95264 -0.20040
H 0.55610 1.66873 -0.59030

Values from the calculation:
<S²>: 2.026
Spin multiplicity: 3
Total charge: 0
Frontier orbital gap (alpha / beta): 8.601 / 8.635 eV

=====

x) A structure of composition C2H3NOS, computed with wB97M-V/def2-TZVPD.

Geometry (Å):
C -0.98929 1.22236 0.03724
C 0.92901 0.49422 0.02847
N 0.70369 -0.75814 -0.15774
O 1.84545 1.26816 -0.06147
S -2.15523 0.19323 -0.01402
H -1.13685 2.33718 -0.24292
H -0.22654 -1.05310 -0.37281
H 1.26661 -1.42001 -0.64588

Values from the calculation:
<S²>: 2.014
Spin multiplicity: 3
Total charge: 0
Frontier orbital gap (alpha / beta): 7.191 / 8.028 eV

=====

Short version: w) is the least stable of them.

=====

w) The molecule C5H6N2S, computed with wB97M-V/def2-TZVPD.

Geometry (Å):
S -0.02349 2.72991 0.73583
C -0.57983 1.57508 -0.26266
C -0.29721 0.14824 -0.19369
C -0.85220 -0.69391 -1.07362
C -0.58101 -2.15405 -0.92940
N 0.76597 -2.31672 -0.42666
N 1.12473 -1.59873 0.68618
C 0.62411 -0.42491 0.81155
H -1.24739 1.85205 -1.07240
H -1.52949 -0.34925 -1.84130
H -0.63299 -2.71886 -1.89229
H -1.32721 -2.61247 -0.25672
H 1.05825 -3.29343 -0.30413
H 0.93656 0.14876 1.66382

Values from the calculation:
SMILES: S=CC1=CCNN=C1
Total charge: 0
Frontier orbital gap: 7.802 eV

=====

x) The molecule C5H6N2S, computed with wB97M-V/def2-TZVPD.

Geometry (Å):
C 1.46980 0.26830 -0.30513
C 1.91877 -1.02420 -0.20159
C 0.10654 0.29374 -0.07312
C -0.19939 -0.97676 0.19778
C -0.88399 1.39744 -0.18877
N 0.82484 -1.77338 0.14198
N -2.22196 0.85009 0.31199
S -2.64586 -0.66620 -0.17831
H 1.96463 1.14921 -0.55051
H 2.78096 -1.66160 -0.00999
H -0.52167 2.21259 0.31129
H -0.98743 1.73217 -1.24477
H 0.79325 -2.79482 0.43099
H -2.39848 0.99343 1.35817

Values from the calculation:
Total charge: 0
Frontier orbital gap (alpha / beta): 7.584 / 7.585 eV

=====

y) The molecule C5H6N2S, computed with wB97M-V/def2-TZVPD.

Geometry (Å):
S 0.20510 -3.79573 -1.05694
C -0.14551 -2.18710 -0.76948
N 0.58005 -1.38005 -0.02128
N 0.24997 -0.10791 0.16008
C -0.36771 0.64659 -0.77214
C -0.64308 1.86802 -0.20467
C -0.14456 1.82068 1.08252
C 0.33449 0.58801 1.27875
H -1.13979 -1.86921 -0.89465
H 1.62735 -1.67161 -0.02671
H -0.29234 0.23126 -1.75963
H -1.28826 2.67572 -0.62826
H 0.07829 2.80415 1.43937
H 0.94601 0.37718 2.17305

Values from the calculation:
SMILES: S=CNn1cccc1
Total charge: 0
Frontier orbital gap: 8.956 eV

=====

Short version: x) is the least stable of them.

=====

w) The molecule C2H3ClSi, computed with wB97M-V/def2-TZVPD.

Geometry (Å):
C -1.53252 1.40305 -0.16499
C -0.82301 0.43705 -0.09908
Si 0.90518 -0.92606 0.00319
Cl 2.37446 0.39691 -0.11484
H -2.21779 2.30177 0.01050
H 0.69945 -2.00350 -0.93782
H 0.59422 -1.60922 1.30303

Values from the calculation:
SMILES: C#C[SiH2]Cl
Total charge: 0
Frontier orbital gap: 10.638 eV

=====

x) A cluster of 2 separate species, C2H3ClSi in total, computed with wB97M-V/def2-TZVPD.

Geometry (Å):
C 0.06118 0.93567 -0.04294
C 0.93652 0.00068 -0.07999
Si -0.89524 -0.70320 -0.00907
Cl 2.56506 0.05189 0.03462
H -0.23725 2.46610 0.09954
H -0.88516 -1.52737 1.28906
H -1.54511 -1.22376 -1.29122

Values from the calculation:
Total charge: 0
Frontier orbital gap: 9.055 eV

=====

Short version: x) is the least stable of them.